Molecular formula: C48H100Cl12N4O4
Method: DFT, ωB97M-V/def2-TZVPD

```
168
C48H100Cl12N4O4, DFT ωB97M-V/def2-TZVPD
C -3.82 1.16 3.60
C -2.93 -4.15 -3.07
Cl -2.27 -4.02 -4.74
C -4.39 -4.19 -3.05
H -2.50 1.44 6.89
H 1.24 5.74 -0.27
H 4.66 -0.09 -6.23
H 8.09 -0.97 -3.69
H 0.74 -7.58 2.58
H -1.05 6.79 -0.81
Cl -0.04 -0.11 1.08
H 0.92 -5.30 -1.95
Cl -2.83 -3.29 2.47
H -0.14 2.20 4.31
N 5.31 0.65 -4.44
H -4.51 2.53 1.97
H -0.93 4.72 -3.72
H 2.65 -7.16 -0.40
H 3.12 2.77 4.61
H -0.57 -6.71 3.24
C -3.72 2.36 2.68
Cl -0.10 -1.03 -2.31
C 0.27 -6.55 2.53
C -3.27 1.10 -5.50
H -2.52 5.01 5.48
H -4.77 -5.14 -3.51
H -4.75 5.00 4.76
H -3.52 2.72 -2.08
C 2.95 -0.21 -4.34
C -4.00 -0.73 0.23
H 0.54 3.19 -2.80
Cl 3.38 4.49 2.96
H -2.94 3.20 6.83
H -3.92 2.08 6.07
C -2.76 3.10 -1.42
H -3.21 -2.35 5.22
H -0.93 -7.01 0.75
C -3.26 4.79 2.47
H -2.25 0.59 -3.73
C -4.76 4.02 4.32
H 1.89 2.01 2.64
H 4.19 -0.75 -1.68
C 3.99 1.23 -2.56
Cl -3.70 -0.72 -1.56
H 8.07 0.60 -4.37
C 1.61 -7.28 -0.17
H 3.14 0.78 3.08
H -4.96 3.32 5.13
H 2.96 1.44 -2.20
H -4.72 1.40 4.25
C 0.85 4.84 0.25
C -0.26 -6.25 1.18
C -3.40 5.38 -1.84
H 0.58 -2.29 0.36
H -0.15 3.30 5.71
C -5.37 -1.24 0.61
C 0.06 4.11 -0.84
H -0.97 3.24 0.59
O 5.38 0.45 -5.86
H -3.96 0.17 3.21
H -0.93 -5.33 1.19
H -4.80 -3.24 -3.48
H -1.60 1.09 3.44
H -3.38 2.20 -5.23
H -5.62 -2.12 0.00
H 3.20 -3.79 3.50
O -1.81 4.80 4.84
H 1.92 -1.71 -1.66
C 0.84 -5.95 0.14
Cl -6.65 0.04 0.46
C 3.38 -5.97 2.17
H 1.58 -7.92 0.75
H -3.29 1.06 -6.64
C -1.87 -2.29 3.57
H -3.85 5.33 -0.85
H -3.23 5.78 2.93
O 2.56 -4.43 -0.26
H 3.19 -3.06 1.84
H -0.55 -6.12 -1.50
C -2.27 4.45 -1.99
C -2.09 2.44 5.03
C 1.00 3.79 -2.02
H 1.44 -5.61 4.01
H 0.35 -4.59 3.08
Cl 3.62 1.98 1.02
C 6.08 0.05 -2.32
C 2.16 -5.03 2.06
H -1.92 1.28 -0.73
H -2.43 -5.05 -2.64
C -2.92 2.32 6.27
C -1.83 4.23 -3.46
C -0.52 2.81 -0.29
C 4.70 0.19 -1.74
H 2.96 -0.54 -5.35
H 1.66 4.21 0.54
C 2.59 -3.60 2.57
H 3.69 -6.12 3.18
H 1.91 0.19 -4.19
C 5.64 -1.84 -3.89
H -1.66 3.11 -3.54
H 4.29 2.92 -4.86
C 3.92 0.95 -4.10
C 3.46 2.16 -4.88
C 0.98 -1.30 0.25
H 1.89 3.26 -1.59
H 6.56 -2.44 -3.73
H -3.22 3.27 -0.42
C 0.19 -5.40 -1.16
Cl -1.88 -4.19 5.64
H 3.15 -5.16 -0.46
N -2.25 3.59 4.20
H 7.42 -0.76 -5.37
H 2.01 -1.39 0.76
C -3.54 3.69 3.43
H 4.26 -5.56 1.64
H -3.78 0.30 0.65
N -1.12 4.96 -1.12
H 3.15 -6.94 1.72
Cl -4.65 0.25 -4.90
C -0.59 2.38 5.28
H -2.88 2.26 1.99
H -2.13 0.39 4.93
Cl -4.92 -4.32 -1.34
H 1.71 -2.99 2.83
H -1.97 -1.22 3.30
C 2.97 1.80 2.76
Cl -0.52 1.08 -5.29
H -2.26 4.64 2.00
C 7.50 -0.31 -4.35
H -0.31 -4.44 -0.87
C 3.60 2.79 3.62
H -5.39 -1.49 1.68
H 4.83 -2.03 -3.23
C -1.59 2.18 -1.17
C -2.38 1.15 4.19
H 5.39 -2.07 -4.89
H 1.38 4.67 -2.55
H -1.51 -1.87 5.65
C 1.05 -5.38 3.02
H 0.20 4.99 1.09
N 1.58 -4.86 0.71
H -2.64 4.43 -4.15
H 3.11 1.92 -5.87
H -3.24 -1.41 0.60
H 2.63 2.48 -4.19
H -0.82 -2.59 3.48
H 1.12 -7.85 -0.99
H -3.97 4.76 1.65
H 1.69 -0.01 -1.32
H -0.33 1.57 6.03
H -5.65 4.23 3.71
C 1.29 -1.00 -1.20
C -2.09 0.46 -4.78
H 2.99 -1.06 -3.59
H 6.77 -0.65 -1.79
H -2.58 -3.33 -2.49
H 4.66 2.68 3.73
H 6.58 1.03 -2.39
H 4.79 0.48 -0.71
H -2.11 -0.59 -4.87
H 0.33 2.12 -0.04
C -2.18 -2.51 5.07
H 4.56 2.18 -2.59
O -0.80 6.27 -1.59
H -4.21 5.14 -2.46
H -3.02 6.39 -2.07
C 6.09 -0.38 -3.79
H -1.21 1.82 -2.16
```

## Properties
- E_HOMO (eV) = -8.3
- SMILES = CC1(C)CCCC(C)(C)N1O.CC1(C)CCCC(C)(C)N1O.CC1(C)CCCC(C)(C)N1O.CC1(C)CCCC(C)(C)N1O.ClCCCl.ClCCCl.ClCCCl.ClCCCl.ClCCCl.ClCCCl
- F_max (eV/Å) = 3.075
- HOMO-LUMO gap (eV) = 8.43

=====

Molecular formula: C48H102F6O32P4
Method: DFT, ωB97M-V/def2-TZVPD

```
192
C48H102F6O32P4, DFT ωB97M-V/def2-TZVPD
C 12.01 -24.42 -7.25
H 18.50 -27.90 -1.45
H 15.34 -20.30 -13.26
C 13.96 -29.31 -9.49
O 14.86 -20.95 -6.07
H 19.62 -25.26 -13.45
H 20.93 -27.45 -13.30
H 23.66 -25.03 -5.74
H 19.55 -21.71 -12.45
H 9.79 -18.98 -15.58
H 20.26 -22.02 -8.85
C 22.74 -30.11 -6.30
H 20.58 -25.36 -10.28
C 17.18 -19.23 -13.60
C 21.51 -25.19 -6.14
C 18.60 -19.63 -3.94
H 13.35 -19.57 -5.72
H 17.09 -21.94 -10.56
H 17.32 -27.45 -9.87
H 18.63 -20.97 -7.04
C 20.95 -21.46 -14.14
H 23.35 -27.27 -12.46
O 21.63 -24.14 -11.88
F 11.43 -26.26 -8.54
H 20.85 -25.19 -6.98
C 14.42 -21.97 -15.46
H 15.30 -19.05 -14.52
H 11.42 -18.49 -15.22
C 18.91 -21.98 -7.19
H 19.49 -19.66 -3.25
O 15.20 -23.54 -13.13
H 20.37 -17.01 -8.94
H 23.35 -29.19 -6.20
O 17.70 -23.91 -10.73
C 12.50 -25.58 -8.18
C 21.29 -29.70 -6.54
F 12.70 -28.86 -9.50
C 10.03 -23.80 -4.66
H 16.53 -23.32 -2.92
O 18.79 -22.61 -5.86
O 14.65 -23.32 -5.26
H 12.16 -19.70 -10.17
C 17.37 -29.71 -7.31
C 22.92 -26.96 -13.46
H 21.22 -24.29 -5.51
C 22.92 -25.11 -6.60
O 18.65 -22.33 -3.65
H 19.04 -27.28 -9.26
H 23.27 -25.93 -7.25
C 13.91 -25.98 -14.17
H 20.21 -26.63 -2.72
O 10.54 -19.67 -13.86
C 21.73 -27.68 -13.94
O 22.64 -25.58 -13.23
C 14.74 -22.76 -1.79
O 16.69 -25.42 -9.43
H 11.39 -22.00 -9.74
H 21.22 -17.36 -11.42
C 12.42 -20.42 -10.95
H 21.19 -29.05 -7.39
H 9.57 -23.42 -5.60
C 18.38 -27.31 -10.16
H 18.45 -18.71 -4.43
C 16.20 -25.00 -6.15
H 15.47 -19.30 -8.03
O 16.94 -23.83 -15.03
O 19.15 -27.14 -4.63
C 11.50 -24.00 -4.94
H 20.43 -15.40 -9.61
C 20.48 -21.06 -12.69
H 13.30 -25.05 -14.10
H 10.10 -17.70 -14.34
C 10.40 -18.66 -14.78
H 16.74 -21.77 -2.15
H 14.49 -21.42 -16.41
C 14.18 -26.75 -12.82
H 20.51 -23.27 -7.54
H 12.04 -23.12 -5.20
C 18.58 -25.16 -13.92
H 13.00 -22.11 -13.84
H 12.15 -24.46 -4.20
P 19.06 -19.18 -11.54
H 17.92 -25.63 -13.14
H 20.22 -15.91 -11.82
O 15.73 -21.57 -3.80
H 21.28 -22.52 -14.04
H 17.80 -26.48 -2.43
H 20.71 -30.60 -6.49
O 19.13 -17.59 -11.66
C 15.99 -22.46 -2.60
H 14.98 -23.47 -0.99
F 14.00 -30.62 -9.65
O 13.20 -21.55 -4.11
H 15.50 -25.78 -5.84
H 14.35 -21.78 -1.46
H 16.88 -24.97 -5.29
H 19.91 -27.98 -11.33
H 20.13 -21.51 -14.83
H 17.77 -29.93 -8.33
H 21.52 -26.74 -9.34
H 13.96 -23.22 -2.37
C 12.34 -21.77 -10.20
H 22.98 -24.17 -7.14
C 16.64 -28.38 -7.21
O 11.58 -24.90 -6.08
H 16.15 -22.90 -6.64
H 13.31 -27.26 -12.49
C 21.53 -25.79 -9.91
H 9.57 -24.76 -4.39
H 17.49 -18.22 -13.94
O 18.78 -20.54 -5.01
H 13.87 -18.38 -7.90
C 15.67 -19.32 -13.54
O 20.23 -19.61 -12.55
C 14.61 -28.98 -8.21
O 22.25 -26.14 -11.12
C 18.02 -23.79 -14.08
C 19.52 -27.38 -3.20
H 13.12 -21.75 -9.41
H 16.38 -23.14 -9.41
C 14.42 -19.32 -7.67
F 14.57 -28.83 -10.61
C 22.12 -25.19 -12.08
H 17.25 -27.54 -7.42
H 21.50 -27.40 -14.98
H 9.97 -23.11 -3.84
H 15.21 -18.57 -12.95
O 12.11 -18.50 -12.79
H 18.88 -16.32 -9.71
C 20.26 -16.84 -11.23
O 18.41 -25.95 -10.81
O 11.43 -20.42 -11.99
H 14.53 -26.12 -11.99
H 17.63 -20.01 -14.23
H 14.97 -27.39 -13.20
H 13.47 -26.63 -14.92
H 14.80 -23.86 -7.20
O 21.32 -26.34 -5.36
O 15.23 -25.60 -14.63
H 17.80 -19.96 -3.28
C 19.96 -16.38 -9.81
O 19.14 -19.67 -10.19
H 12.17 -21.80 -15.46
O 17.72 -19.45 -12.28
H 12.66 -22.67 -10.78
P 14.47 -21.84 -4.77
H 16.66 -30.50 -7.06
C 11.36 -19.39 -12.85
H 17.74 -23.29 -13.18
C 18.86 -28.28 -11.17
H 13.13 -20.59 -14.54
H 21.90 -28.75 -14.06
H 18.56 -25.87 -14.71
C 18.79 -21.86 -4.74
H 21.08 -21.60 -7.30
H 13.89 -20.10 -8.23
H 16.25 -28.19 -6.22
C 17.54 -25.14 -10.27
P 15.49 -24.03 -14.50
H 18.23 -28.26 -12.07
C 16.62 -22.95 -10.41
H 23.15 -30.59 -7.20
H 21.76 -20.84 -14.54
H 19.94 -28.33 -3.18
H 17.50 -28.16 -2.93
H 22.92 -30.65 -5.42
C 14.36 -19.63 -6.20
H 18.11 -29.81 -6.50
O 14.06 -29.35 -7.22
H 23.76 -26.86 -14.14
C 13.11 -21.69 -14.80
C 20.30 -22.20 -7.75
H 15.02 -18.98 -5.59
H 15.79 -23.08 -11.08
H 21.19 -21.23 -11.92
H 16.71 -25.32 -6.97
C 18.20 -27.48 -2.43
O 14.60 -23.40 -15.65
H 15.30 -21.61 -14.88
O 15.65 -28.23 -8.30
H 13.37 -20.16 -11.49
F 13.13 -25.23 -9.30
O 20.79 -28.86 -5.44
O 19.64 -27.38 -7.06
O 12.15 -23.26 -7.55
H 18.89 -29.28 -10.74
H 18.79 -23.16 -14.50
P 20.22 -27.44 -5.74
H 18.22 -22.58 -7.81
C 15.48 -23.71 -6.39
H 22.17 -25.13 -9.29
F 13.30 -26.42 -7.51
```

## Properties
- E_HOMO (eV) = -10.1
- SMILES = CCOC(=O)C(F)(F)F.CCOC(=O)C(F)(F)F.CCOP(=O)(OCC)OCC.CCOP(=O)(OCC)OCC.CCOP(=O)(OCC)OCC.CCOP(=O)(OCC)OCC.CCOC(=O)OC.CCOC(=O)OC.CCOC(=O)OC.CCOC(=O)OC
- F_max (eV/Å) = 4.227
- HOMO-LUMO gap (eV) = 10.46